# C6H9N

The molecule C6H9N (the ωB97M-V functional and the def2-TZVPD basis, the Open Molecules 2025 dataset).

The value obtained for the energy is -7853.73907 eV. The HOMO-LUMO gap comes out at 9.888 eV. The lowest unoccupied orbital energy comes out at 0.03322 Eh. The energy relative to the best compared isomer or geometry (same formula, charge and spin) comes out at 4.421 eV. For the maximum force, the calculation gives 0.89 eV/Å. The value obtained for the highest occupied orbital energy is -9.0 eV. The value obtained for the molar mass is 95.145 g/mol.

```
! wB97M-V def2-TZVPD RIJCOSX def2/J DEFGRID3
* xyz 0 1
C -2.414 -0.025 -0.869
C -1.266 0.799 -0.522
C -0.291 1.459 -0.245
C 1.018 1.488 0.427
C 0.946 -0.101 0.834
C 1.370 -1.055 -0.209
N 1.826 -1.263 1.166
H -2.099 -0.952 -1.364
H -3.062 0.524 -1.552
H -2.996 -0.303 0.016
H 1.016 2.260 1.215
H 1.812 1.778 -0.277
H 0.002 -0.155 1.352
H 2.211 -0.724 -0.819
H 0.698 -1.732 -0.734
H 1.230 -1.996 1.582
*
```

Partial atomic charges computed with the natural (NBO) method, in multiples of e: C -0.688; C 0.012; C -0.031; C -0.463; C -0.057; C -0.277; N -0.591; H 0.232; H 0.242; H 0.233; H 0.232; H 0.231; H 0.192; H 0.194; H 0.191; H 0.349